Entry one
The molecule C7H7NO3, computed with the ωB97M-V functional and the def2-TZVPD basis.

The calculation puts the LUMO energy at -0.94 eV. Its HOMO energy is -8.46 eV. Its SMILES is COC1=C/C(=N\O)C=CC1=O.

Last column: Löwdin charge in e.
Atoms and positions in Å:
C  -2.75  -0.71  1.11  -0.0546
O  -1.71  0.30  0.94  -0.0991
C  -0.57  0.18  0.37  -0.2458
C  0.14  1.21  -0.14  0.0333
C  1.33  0.83  -0.81  -0.3020
N  2.27  1.71  -1.02  0.0434
O  2.21  2.92  -0.33  -0.0024
C  1.67  -0.59  -1.03  0.0004
C  0.95  -1.66  -0.55  -0.0217
C  -0.21  -1.36  0.24  -0.2893
O  -1.06  -2.25  0.35  0.0115
H  -3.52  0.15  1.14  0.1077
H  -2.62  -1.28  2.26  0.1627
H  -2.71  -1.49  0.19  0.1301
H  -0.37  2.18  0.14  0.1555
H  2.90  3.43  -0.65  0.0545
H  2.52  -0.79  -1.71  0.1208
H  1.54  -2.78  -0.50  0.1949

=====

Entry two
The molecule C7H7NO3, computed with the ωB97M-V functional and the def2-TZVPD basis.

The calculation puts the LUMO energy at 0.45 eV. Its HOMO energy is -9.38 eV. Its SMILES is Nc1cccc(C(=O)O)c1O.

Last column: Löwdin charge in e.
Atoms and positions in Å:
N  2.20  -1.28  0.11  0.0528
C  1.18  -0.27  0.04  -0.2451
C  1.58  1.09  -0.10  -0.0027
C  0.49  2.02  -0.12  -0.0697
C  -0.83  1.56  0.01  -0.0547
C  -1.10  0.25  -0.05  -0.1042
C  -2.68  -0.07  0.02  -0.4239
O  -3.43  0.70  0.38  0.1884
O  -2.94  -1.39  -0.31  0.1441
C  -0.14  -0.63  -0.03  -0.1962
O  -0.38  -2.09  0.13  -0.0291
H  3.02  -1.32  -0.52  0.1124
H  2.77  -1.33  0.94  0.0894
H  2.63  1.30  0.08  0.1068
H  0.83  3.16  -0.04  0.1432
H  -1.65  2.38  -0.18  0.1694
H  -2.22  -1.91  -0.32  0.0016
H  0.67  -2.18  -0.03  0.1176

=====

Entry three
The molecule C7H7NO3, computed with the ωB97M-V functional and the def2-TZVPD basis.

The calculation puts the LUMO energy at 0.45 eV. Its HOMO energy is -8.28 eV. Its SMILES is O=C(O)Cn1ccccc1=O.

Last column: Löwdin charge in e.
Atoms and positions in Å:
O  0.32  1.21  -2.16  0.1235
C  -0.66  0.53  -2.05  -0.4952
O  -1.54  0.21  -3.00  0.1089
C  -1.11  -0.22  -0.79  -0.0387
N  -0.11  -0.23  0.20  0.0084
C  1.22  -0.31  -0.08  -0.0185
C  2.25  -0.32  0.87  -0.0649
C  1.89  -0.35  2.19  -0.0817
C  0.54  -0.24  2.51  0.0017
C  -0.52  -0.18  1.57  -0.3929
O  -1.76  -0.15  1.71  -0.0022
H  -1.19  0.51  -3.90  0.1701
H  -1.35  -1.19  -1.07  0.1316
H  -1.97  0.16  -0.29  0.1294
H  1.45  -0.47  -1.06  0.0956
H  3.30  -0.32  0.61  0.1045
H  2.55  -0.46  3.02  0.1032
H  0.23  -0.20  3.55  0.1173

=====

List of relative energies, unit kcal/mol: entry one 141.1; entry two 36.3; entry three 0.0

=====

Entry one
A cluster of 2 separate species, C2H10N3O in total, computed with the ωB97M-V functional and the def2-TZVPD basis.

The calculation puts the LUMO energy at -3.18 eV. Its HOMO energy is -14.61 eV. Its total charge is +1.

Last column: Löwdin charge in e.
Atoms and positions in Å:
C  -0.78  0.16  0.78  -0.4863
N  -0.07  1.16  0.25  0.2275
N  -0.71  -1.13  0.44  0.0265
N  -1.60  0.37  1.71  0.2021
C  0.05  -1.92  -0.47  -0.0387
H  0.56  0.99  -0.54  0.0959
H  -0.41  2.11  0.43  0.1439
H  -1.38  -1.60  1.06  0.1570
H  -2.18  -0.36  2.13  0.1612
H  -1.75  1.35  1.97  0.1575
H  -0.62  -2.68  -0.90  0.1071
H  0.88  -2.44  0.04  0.1021
H  0.47  -1.31  -1.29  0.0984
O  2.20  1.65  -2.09  -0.0798
H  2.83  1.09  -1.59  0.0588
H  2.50  2.57  -1.92  0.0668

=====

Entry two
A cluster of 2 separate species, C2H10N3O in total, computed with the ωB97M-V functional and the def2-TZVPD basis.

The calculation puts the LUMO energy at -2.92 eV. Its HOMO energy is -13.88 eV. Its total charge is +1.

Last column: Löwdin charge in e.
Atoms and positions in Å:
C  1.03  0.67  -0.52  -0.2079
C  0.28  -0.59  -0.47  -0.2706
N  -0.03  0.42  0.66  0.1072
N  0.59  -1.85  0.03  0.0864
N  2.21  1.13  -0.01  0.1031
O  -2.64  0.28  0.01  -0.0648
H  0.49  1.53  -0.93  0.1659
H  -0.70  -0.57  -1.04  0.1694
H  -0.99  0.78  0.64  0.1012
H  0.27  0.05  1.54  0.1480
H  0.03  -2.52  -0.54  0.1183
H  1.45  -2.25  0.44  0.1250
H  3.16  0.78  0.11  0.1347
H  -3.50  0.65  -0.41  0.1391
H  2.13  2.13  -0.01  0.1055
H  -2.88  -0.22  0.76  0.0396

=====

List of relative energies, unit kcal/mol: entry one 0.0; entry two 56.9

=====

Entry one
A cluster of 11 separate species, C4H29NO12 in total, computed with the ωB97M-V functional and the def2-TZVPD basis.

The calculation puts the LUMO energy at 0.04 eV. Its HOMO energy is -10.41 eV. Its SMILES is CCNCC(=O)O.O.O.O.O.O.O.O.O.O.O.

Last column: Löwdin charge in e.
Atoms and positions in Å:
C  -2.69  1.42  -1.74  -0.0702
C  -1.58  1.99  -0.86  -0.2657
N  -1.51  1.14  0.35  -0.0511
C  -0.25  1.27  1.10  -0.0997
C  0.27  -0.10  1.38  -0.4785
O  1.32  -0.54  0.95  0.0729
O  -0.42  -0.69  2.37  0.0562
H  -2.78  2.13  -2.59  0.0898
H  -3.69  1.27  -1.36  0.0783
H  -2.29  0.43  -1.99  0.0502
H  -1.75  3.04  -0.68  0.1155
H  -0.59  1.91  -1.28  0.0834
H  -2.30  1.40  0.93  0.1312
H  0.54  1.73  0.46  0.1264
H  -0.27  1.93  1.96  0.1411
H  -0.17  -1.62  2.59  0.0963
O  0.38  -3.01  0.64  -0.0630
H  0.97  -2.23  0.67  0.0119
H  -0.23  -2.96  -0.11  0.0158
O  1.92  2.81  -1.89  -0.0655
H  1.42  2.00  -1.95  0.0000
H  2.77  2.64  -1.48  0.0166
O  4.21  1.20  -0.56  -0.0581
H  3.62  0.57  -0.14  0.0202
H  4.02  1.18  -1.50  0.0001
O  -1.86  -3.23  -2.06  -0.0583
H  -1.84  -2.85  -2.94  0.0470
H  -2.70  -2.99  -1.65  0.0323
O  -2.79  -1.71  -0.05  -0.0616
H  -2.96  -1.86  0.89  0.0154
H  -2.11  -1.02  -0.03  0.0062
O  1.32  -2.52  3.14  -0.0381
H  2.01  -1.99  2.71  0.0592
H  1.18  -3.27  2.54  0.0471
O  0.20  -0.90  -1.90  -0.0406
H  -0.55  -0.28  -1.89  0.0219
H  -0.37  -1.69  -1.93  0.0341
O  2.51  0.40  -2.42  -0.0760
H  2.42  0.22  -3.37  0.0813
H  1.90  -0.23  -2.00  0.0219
O  -2.86  -1.60  2.95  -0.0562
H  -2.72  -0.81  3.49  0.0517
H  -1.91  -1.71  2.71  0.0130
O  1.44  4.86  -0.16  -0.0700
H  1.89  4.03  -0.01  0.0008
H  0.86  4.73  -0.92  0.0149

=====

Entry two
A cluster of 11 separate species, C4H29NO12 in total, computed with the ωB97M-V functional and the def2-TZVPD basis.

The calculation puts the LUMO energy at -0.01 eV. Its HOMO energy is -9.87 eV. Its SMILES is CNC(=O)CCO.O.O.O.O.O.O.O.O.O.O.

Last column: Löwdin charge in e.
Atoms and positions in Å:
C  0.02  -1.69  -2.44  -0.0424
N  0.97  -1.27  -1.41  0.0331
C  1.55  -0.03  -1.52  -0.4725
O  1.53  0.52  -2.64  -0.0148
C  2.49  0.43  -0.43  -0.0541
C  1.73  1.61  0.25  -0.1684
O  0.33  1.46  -0.02  -0.1446
H  -0.08  -2.76  -2.41  0.0775
H  -0.87  -1.04  -2.36  0.0908
H  0.43  -1.31  -3.39  0.0896
H  0.70  -1.43  -0.44  0.0979
H  3.52  0.59  -0.71  0.1201
H  2.55  -0.42  0.29  0.1159
H  2.01  2.57  -0.15  0.1229
H  1.81  1.59  1.33  0.0997
H  -0.09  0.75  0.52  0.0473
O  0.70  -2.80  2.72  -0.0865
H  1.64  -2.88  2.48  0.0627
H  0.26  -2.08  2.19  0.0013
O  -3.25  1.29  -2.07  -0.1068
H  -2.35  1.56  -2.43  0.0072
H  -3.56  2.12  -1.69  0.0469
O  -2.81  -1.95  1.16  -0.0620
H  -2.20  -2.68  0.92  0.0357
H  -3.30  -2.43  1.86  0.0931
O  0.75  0.77  3.44  -0.0601
H  1.18  0.08  3.95  0.0601
H  0.24  1.45  3.92  0.0692
O  -2.56  0.65  0.62  -0.0852
H  -2.53  0.88  -0.34  0.0169
H  -3.09  -0.16  0.47  0.0272
O  -0.75  1.94  -2.39  -0.0743
H  -0.33  2.17  -1.54  0.0364
H  -0.15  1.25  -2.76  0.0368
O  -0.44  -0.64  1.52  -0.1063
H  -1.40  -0.87  1.51  0.0385
H  -0.21  -0.27  2.41  0.0436
O  3.58  2.62  -2.69  -0.0589
H  2.90  3.05  -3.20  0.0314
H  3.35  1.68  -2.67  -0.0008
O  -0.55  -3.67  0.42  -0.0639
H  0.10  -3.59  1.15  0.0122
H  -0.24  -4.51  0.05  0.0635
O  -0.97  2.48  2.47  -0.0449
H  -0.68  2.58  1.55  0.0267
H  -1.92  2.40  2.48  0.0423

=====

List of relative energies, unit kcal/mol: entry one 23.4; entry two 0.0